Here is a cluster of 2 separate species, C4H10FI2N2 in total at a distorted geometry from the OMol25 dataset. Energies are from ωB97M-V/def2-TZVPD.

Results
F_max (eV Å⁻¹): 6.413
Charge: +1
LUMO (eV): -3.438

CARTESIAN COORDINATES (ANGSTROEM)
C1 0.552 -0.415 -2.305
C2 -1.295 1.219 0.461
C3 -0.014 1.426 1.293
C4 -1.052 0.283 -0.709
N1 -1.928 -0.627 -0.972
N2 0.017 0.543 -1.380
F1 -3.040 -0.806 -0.286
I1 1.276 3.113 0.675
I2 -0.143 -2.340 1.426
H1 0.210 -0.272 -3.387
H2 1.708 -0.294 -2.450
H3 0.400 -1.389 -1.810
H4 -1.584 2.113 -0.135
H5 -2.138 1.043 1.156
H6 0.612 0.496 1.229
H7 -0.200 1.648 2.312
H8 -1.790 -1.401 -1.794
H9 -0.251 -3.381 2.467
H10 0.561 1.406 -1.223

Atoms 1-6, force components in eV/Å:
2.45 -0.24 -2.01
-0.25 1.28 -0.32
1.06 -0.57 -1.28
-1.16 2.15 3.17
1.32 -3.94 -4.89
1.46 0.04 -1.27

Here is a structure of composition C13H24N4O5PbS2 at a distorted geometry from the OMol25 dataset. Energies are from ωB97M-V/def2-TZVPD.

Results
F_max (eV Å⁻¹): 2.876
LUMO (spin up / spin down) (eV): -0.867 / -0.938

CARTESIAN COORDINATES (ANGSTROEM)
O1 -0.682 4.018 1.303
H1 0.188 4.463 1.009
Pb1 0.118 0.463 -0.029
N1 -1.033 -0.233 -1.817
N2 1.254 -1.333 -0.992
O2 -2.270 0.295 -2.247
O3 2.611 -1.643 -0.749
C1 -0.400 -1.074 -2.670
C2 0.858 -1.625 -2.248
C3 -1.022 -1.462 -3.966
C4 1.669 -2.542 -3.102
H2 -1.801 -0.739 -4.226
H3 -1.481 -2.462 -3.893
H4 -0.265 -1.509 -4.766
H5 2.409 -3.063 -2.484
H6 2.202 -1.994 -3.897
H7 1.013 -3.276 -3.598
H8 -2.471 1.055 -1.659
H9 2.788 -1.286 0.139
O4 -1.142 -2.382 0.661
H10 -1.562 -1.533 0.481
H11 -0.248 -2.191 0.310
C5 1.546 1.890 -0.795
H12 1.237 2.915 -0.598
H13 1.400 1.466 -1.787
H14 2.380 1.495 -0.208
O5 -2.782 3.596 -1.108
H15 -2.448 4.229 -0.458
H16 -1.939 3.168 -1.430
C6 0.804 2.589 2.421
C7 -0.610 2.841 2.017
N3 -1.175 1.574 1.500
C8 -1.336 0.716 2.649
C9 -2.069 1.421 3.596
S1 -2.102 3.082 3.290
C10 -0.455 -0.423 3.016
C11 -0.327 -0.980 4.295
S2 1.135 -1.870 4.582
C12 1.504 -1.636 2.853
N4 0.667 -0.813 2.261
C13 2.527 -2.534 2.171
H17 0.846 3.002 3.419
H18 1.125 1.553 2.429
H19 1.427 3.152 1.712
H20 -2.521 1.012 4.504
H21 -1.018 -0.692 5.097
H22 3.451 -2.002 1.926
H23 2.760 -3.283 2.937
H24 2.109 -3.047 1.304

Atoms 1-6, force components in eV/Å:
0.65 1.39 -1.91
-1.84 -1.68 1.03
-1.37 -0.03 1.97
-0.16 -0.05 -1.38
0.39 -0.84 -0.86
0.12 0.00 -0.05

Here is a structure of composition C21H15BBr2F4N4O6Ti at a distorted geometry from the OMol25 dataset. Energies are from ωB97M-V/def2-TZVPD.

Results
F_max (eV Å⁻¹): 1.499
<S²>: 0.76
Charge: -1
LUMO (spin up / spin down) (eV): 2.314 / 2.314
Spin multiplicity: 2

CARTESIAN COORDINATES (ANGSTROEM)
Ti1 0.510 0.217 -0.307
O1 -0.914 -0.608 0.543
C1 -1.889 -1.522 0.515
C2 -1.607 -2.814 0.965
C3 -2.583 -3.791 0.935
C4 -3.857 -3.506 0.464
C5 -4.150 -2.225 0.033
C6 -3.189 -1.219 0.058
C7 -3.542 0.138 -0.405
N1 -4.048 1.106 0.327
C8 -4.217 2.162 -0.539
C9 -3.808 1.822 -1.792
N2 -3.420 0.510 -1.705
H1 -0.608 -3.021 1.324
H2 -2.345 -4.789 1.284
H3 -4.615 -4.279 0.431
H4 -5.141 -1.986 -0.332
H5 -4.633 3.100 -0.208
H6 -3.765 2.374 -2.714
H7 -2.841 0.006 -2.367
O2 -1.724 5.818 1.858
C10 -1.207 4.644 1.424
C11 -1.542 3.422 1.985
C12 -0.975 2.281 1.459
N3 -0.111 2.301 0.433
C13 0.210 3.485 -0.069
Br1 1.476 3.490 -1.470
C14 -0.303 4.686 0.370
H8 -2.316 5.646 2.598
H9 -2.243 3.342 2.805
H10 -1.207 1.310 1.868
H11 -0.009 5.622 -0.079
O3 -1.156 -0.845 -2.960
N4 -0.170 -0.378 -2.423
O4 -0.320 0.857 -2.003
F1 1.569 1.919 3.167
B1 1.507 0.550 2.934
F2 1.612 0.380 1.444
F3 0.286 0.022 3.319
F4 2.578 -0.128 3.473
Br2 4.394 -0.220 -3.522
C15 4.772 -1.480 -2.156
C16 5.968 -2.179 -2.262
C17 6.293 -3.137 -1.317
C18 5.420 -3.412 -0.274
C19 4.225 -2.725 -0.184
C20 3.886 -1.742 -1.114
C21 2.588 -1.030 -0.886
O5 1.623 -1.664 -0.394
O6 2.478 0.207 -1.131
H12 6.634 -1.969 -3.086
H13 7.231 -3.670 -1.402
H14 5.671 -4.160 0.467
H15 3.524 -2.922 0.616

Atoms 1-6, force components in eV/Å:
0.32 0.24 1.44
-0.28 0.14 -0.49
-0.07 -0.11 0.03
-0.06 0.07 -0.05
0.07 -0.09 0.06
-0.11 -0.10 -0.02